Record 1
Computed, not measured: the molecule C2H5BO, with ωB97M-V/def2-TZVPD.

Last column: Mulliken charge in e.
Atoms and positions in Å:
B (-0.63604, 1.08887, -0.01742)  0.086
C (0.17980, -0.30924, -0.03546)  -0.519
C (1.66458, -0.36923, 0.08893)  0.073
O (2.43506, 0.47836, -0.18965)  -0.413
H (0.08334, 1.87710, 0.54790)  -0.034
H (-1.73034, 1.15253, -0.33154)  -0.048
H (-0.33299, -1.14099, -0.47395)  0.422
H (-0.11451, -0.22336, 1.13496)  0.182
H (1.93638, -1.46623, 0.36684)  0.250

Forces on the atoms, in the same order (eV/Å):
3.347 -1.440 0.471
-2.207 3.093 2.195
-1.087 -3.190 -0.532
1.104 1.083 0.085
-0.794 0.387 -0.350
-1.166 0.237 -0.229
0.185 -0.792 -0.015
0.123 -0.765 -1.588
0.495 1.387 -0.037

Values from the calculation:
* DFT total energy: -179.21748 hartree
* E_LUMO: 0.34 eV
* multiplicity: 1
* ΔE to the lowest compared entry with this formula, charge and spin: 307.0 kJ/mol
* frontier orbital gap: 10.329 eV
* maximum force: 0.0853 Eh/bohr

Record 2
Computed, not measured: a cluster of 2 separate species, C2H5BO2 in total, with ωB97M-V/def2-TZVPD.

Last column: Mulliken charge in e.
Atoms and positions in Å:
B (-3.23359, -0.31596, -0.25303)  0.314
C (-0.14753, -0.33393, -0.02394)  -0.151
C (2.20179, 0.11259, 0.22565)  -0.674
O (-3.09128, 0.83766, -0.41813)  -0.312
O (0.98050, -0.67441, 0.41700)  -0.211
H (-3.68631, -1.27446, 0.17997)  -0.004
H (-0.23548, 0.69350, -0.51446)  0.119
H (2.19623, 0.33726, -0.85646)  0.339
H (2.98561, -0.47845, 0.61664)  0.235
H (2.03006, 1.09619, 0.62676)  0.345

Forces on the atoms, in the same order (eV/Å):
-0.587 -1.779 1.136
-2.137 0.040 -0.297
-1.935 1.048 -1.858
0.652 2.820 -0.946
0.914 -0.185 0.331
0.114 -0.957 -0.173
0.965 -0.382 0.277
0.792 -0.614 0.348
0.931 -0.175 0.224
0.290 0.183 0.957

Values from the calculation:
* DFT total energy: -254.42153 hartree
* E_LUMO: 0.63 eV
* multiplicity: 1
* ΔE to the lowest compared entry with this formula, charge and spin: 506.2 kJ/mol
* frontier orbital gap: 8.934 eV
* maximum force: 0.0592 Eh/bohr